Entry 1:
Molecular formula: C60H165N15O15
Method: DFT, ωB97M-V with the def2-TZVPD basis set

Summary:
Relative energy (zero: lowest compared OMol25 entry of this formula, charge and spin) in eV: 10.9282
Gap between HOMO and LUMO in eV: 9.1365
LUMO in eV: 0.4142
Multiplicity: 1
E_tot in Ha: -4334.33196
HOMO in hartree: -0.3205

Structure (XYZ):
```
255
C60H165N15O15 ωB97M-V with the def2-TZVPD basis set
C 6.065 8.619 -0.873
C 6.941 7.519 -1.515
C 8.292 7.999 -2.045
O 8.077 8.940 -3.090
C 9.229 9.614 -3.539
N 7.199 6.633 -0.422
H 6.549 9.074 -0.009
H 5.059 8.388 -0.521
H 5.991 9.365 -1.665
H 6.340 6.950 -2.224
H 8.858 7.139 -2.404
H 8.744 8.549 -1.220
H 9.034 10.460 -4.198
H 9.871 9.014 -4.184
H 9.805 9.966 -2.683
H 6.425 6.094 -0.060
H 7.594 7.011 0.428
C -5.259 8.047 -2.934
C -5.999 6.845 -2.521
C -6.357 5.850 -3.602
O -7.455 6.156 -4.450
C -7.552 5.334 -5.589
N -5.092 6.141 -1.594
H -4.309 7.797 -3.405
H -4.941 8.667 -2.095
H -5.678 8.626 -3.757
H -6.850 7.100 -1.889
H -6.596 4.968 -3.007
H -5.455 5.708 -4.197
H -7.723 4.284 -5.351
H -6.710 5.460 -6.269
H -8.350 5.703 -6.232
H -5.548 5.336 -1.187
H -4.915 6.635 -0.731
C 4.236 1.063 16.400
C 2.753 1.414 16.442
C 2.042 1.239 15.076
O 2.505 2.228 14.219
C 2.131 1.917 12.835
N 2.131 0.577 17.454
H 4.781 1.619 15.637
H 4.314 0.024 16.079
H 4.754 1.071 17.359
H 2.653 2.474 16.675
H 0.955 1.315 15.041
H 2.219 0.248 14.658
H 2.491 0.928 12.551
H 2.585 2.516 12.046
H 1.059 2.025 12.674
H 2.459 -0.340 17.189
H 1.138 0.461 17.306
C 9.733 -0.711 -6.463
C 10.543 0.244 -5.569
C 9.952 0.684 -4.257
O 9.785 -0.421 -3.355
C 9.222 -0.098 -2.112
N 11.787 -0.461 -5.247
H 10.348 -1.438 -6.993
H 9.180 -0.095 -7.172
H 8.972 -1.198 -5.852
H 10.708 1.168 -6.123
H 8.971 1.061 -4.548
H 10.529 1.481 -3.789
H 9.217 -1.043 -1.568
H 8.198 0.241 -2.274
H 9.838 0.685 -1.671
H 12.315 0.145 -4.636
H 11.656 -1.241 -4.618
C -7.420 -1.601 5.846
C -8.843 -1.916 6.094
C -9.703 -0.679 6.438
O -9.280 -0.096 7.665
C -10.235 0.798 8.304
N -9.282 -2.672 4.913
H -7.126 -1.058 4.948
H -6.892 -2.554 5.894
H -6.918 -1.018 6.617
H -8.811 -2.606 6.937
H -10.745 -0.990 6.371
H -9.659 0.150 5.732
H -10.619 1.618 7.697
H -9.754 1.254 9.169
H -11.041 0.160 8.668
H -9.206 -2.037 4.132
H -8.703 -3.407 4.536
C -5.539 -4.628 -13.609
C -5.524 -4.021 -12.191
C -6.177 -2.676 -12.038
O -6.123 -2.136 -10.718
C -4.910 -1.522 -10.275
N -6.287 -4.993 -11.476
H -5.039 -5.592 -13.703
H -5.032 -3.834 -14.159
H -6.516 -4.863 -14.031
H -4.529 -3.937 -11.756
H -7.219 -2.670 -12.356
H -5.737 -1.933 -12.702
H -4.024 -2.156 -10.253
H -4.926 -1.117 -9.263
H -4.624 -0.696 -10.925
H -7.246 -4.677 -11.471
H -6.161 -4.732 -10.509
C -6.202 -9.314 2.473
C -4.967 -9.230 1.586
C -4.919 -10.231 0.419
O -3.616 -10.254 -0.048
C -3.330 -11.296 -0.936
N -4.707 -7.896 1.111
H -6.031 -8.734 3.380
H -6.415 -10.321 2.831
H -7.108 -9.047 1.928
H -4.089 -9.377 2.214
H -5.460 -10.056 -0.511
H -5.278 -11.215 0.721
H -3.610 -12.295 -0.603
H -2.244 -11.381 -0.979
H -3.605 -10.944 -1.931
H -3.987 -7.971 0.406
H -4.209 -7.357 1.806
C -1.454 3.974 -14.447
C -2.292 5.150 -13.958
C -1.933 5.890 -12.616
O -1.926 5.151 -11.449
C -1.538 5.937 -10.308
N -2.309 6.115 -14.993
H -0.393 4.174 -14.599
H -1.746 3.555 -15.411
H -1.358 3.115 -13.783
H -3.304 4.799 -13.756
H -2.744 6.615 -12.538
H -0.957 6.375 -12.621
H -1.554 5.144 -9.561
H -2.308 6.665 -10.052
H -0.543 6.380 -10.250
H -1.481 6.693 -14.953
H -2.963 6.824 -14.691
C 5.979 -5.499 4.456
C 6.784 -6.848 4.492
C 5.955 -7.975 3.746
O 4.682 -8.152 4.368
C 3.764 -8.818 3.497
N 7.980 -6.621 3.674
H 5.738 -5.057 3.490
H 6.503 -4.690 4.965
H 5.141 -5.629 5.141
H 7.100 -6.988 5.526
H 6.536 -8.893 3.839
H 5.905 -7.766 2.677
H 2.842 -8.963 4.061
H 4.159 -9.741 3.073
H 3.588 -8.215 2.607
H 8.620 -7.400 3.617
H 8.596 -5.997 4.175
C 9.989 2.792 5.827
C 10.883 3.997 6.046
C 12.222 4.001 5.335
O 13.007 2.959 5.937
C 14.267 2.760 5.376
N 10.016 5.149 5.785
H 8.980 2.798 6.240
H 10.556 1.902 6.098
H 9.947 2.669 4.745
H 11.044 4.078 7.121
H 12.712 4.946 5.571
H 12.165 4.004 4.247
H 14.765 2.074 6.062
H 14.814 3.699 5.297
H 14.030 2.314 4.410
H 10.506 6.025 5.893
H 9.254 5.167 6.448
C -1.122 -4.634 9.471
C -0.547 -5.828 8.758
C -1.120 -7.159 9.258
O -0.644 -7.435 10.566
C -1.294 -8.489 11.218
N -0.627 -5.547 7.347
H -0.810 -4.618 10.515
H -2.202 -4.764 9.539
H -0.884 -3.692 8.976
H 0.509 -5.829 9.030
H -0.889 -7.922 8.515
H -2.189 -6.972 9.357
H -1.048 -9.473 10.819
H -2.365 -8.300 11.285
H -1.084 -8.439 12.286
H 0.088 -6.030 6.822
H -0.450 -4.559 7.235
C -6.247 -5.541 -4.352
C -7.464 -4.809 -3.845
C -8.704 -5.681 -3.532
O -9.890 -4.915 -3.157
C -10.906 -5.856 -2.761
N -6.972 -4.079 -2.667
H -5.883 -6.233 -3.593
H -5.409 -4.872 -4.547
H -6.379 -6.139 -5.254
H -7.790 -4.054 -4.561
H -8.435 -6.344 -2.709
H -9.060 -6.286 -4.366
H -11.656 -5.231 -2.276
H -10.579 -6.507 -1.951
H -11.322 -6.489 -3.545
H -7.682 -3.421 -2.378
H -7.036 -4.632 -1.825
C 2.524 -3.006 -11.861
C 3.553 -2.109 -11.104
C 2.893 -1.185 -10.033
O 3.826 -0.625 -9.131
C 3.066 0.102 -8.121
N 4.456 -2.981 -10.503
H 1.735 -2.441 -12.358
H 1.948 -3.757 -11.320
H 2.964 -3.651 -12.621
H 4.073 -1.535 -11.870
H 2.227 -1.823 -9.452
H 2.360 -0.419 -10.597
H 2.493 0.919 -8.560
H 3.821 0.629 -7.538
H 2.453 -0.526 -7.475
H 4.069 -3.641 -9.843
H 4.867 -2.319 -9.861
C -4.128 10.801 6.089
C -4.333 9.540 5.298
C -4.357 8.316 6.281
O -4.354 7.147 5.534
C -4.433 5.942 6.246
N -5.554 9.653 4.527
H -3.107 10.859 6.467
H -4.774 10.832 6.966
H -4.370 11.714 5.545
H -3.455 9.402 4.666
H -5.216 8.390 6.947
H -3.477 8.347 6.923
H -3.560 5.668 6.839
H -4.532 5.201 5.453
H -5.419 5.804 6.690
H -5.853 8.845 4.000
H -6.244 9.530 5.254
C 0.141 -0.437 0.430
C -0.468 0.888 0.023
C 0.657 2.041 -0.014
O 1.366 2.042 1.191
C 0.804 2.871 2.135
N -1.005 0.674 -1.290
H -0.493 -1.286 0.174
H 0.457 -0.609 1.459
H 1.090 -0.506 -0.103
H -1.287 1.136 0.699
H 0.266 3.032 -0.245
H 1.452 1.880 -0.742
H 1.507 2.864 2.967
H -0.194 2.533 2.414
H 0.832 3.937 1.910
H -1.531 1.492 -1.561
H -1.707 -0.048 -1.214
```

Mulliken atomic charge list, values in e, 6 entries:
1 C -1.3314
2 C 0.3981
3 C -0.6100
4 O -0.2923
5 C -0.7158
6 N -0.7037

=====

Entry 2:
Molecular formula: C7H9N
Method: DFT, ωB97M-V with the def2-TZVPD basis set

Summary:
Relative energy (zero: lowest compared OMol25 entry of this formula, charge and spin) in eV: 6.5022
Gap between HOMO and LUMO in eV: 9.0785
LUMO in eV: 0.5330
Multiplicity: 1
E_tot in Ha: -326.65202
HOMO in hartree: -0.3140

Structure (XYZ):
```
17
C7H9N ωB97M-V with the def2-TZVPD basis set
C 3.106 0.113 -0.056
C 1.954 -0.459 -0.206
C 0.534 0.013 -0.129
C -0.069 1.255 -0.188
C -1.519 0.827 -0.063
C -1.596 -0.256 0.860
C -0.652 -0.899 0.034
H 4.003 -0.484 0.082
H 2.989 1.287 0.226
H 1.965 -1.552 -0.402
H 0.001 2.438 -0.572
H -2.106 1.593 -0.329
H -2.541 -0.726 0.805
H -1.390 0.152 1.994
H -0.511 -2.085 0.225
H -2.548 -0.759 -1.155
N -1.618 -0.458 -1.126
```

Mulliken atomic charge list, values in e, 6 entries:
1 C -0.7052
2 C -0.3279
3 C -0.0462
4 C -0.2441
5 C -0.3669
6 C -0.5866

=====

Entry 3:
Molecular formula: C21H24BrN6S4Ti
Method: DFT, ωB97M-V with the def2-TZVPD basis set

Summary:
Relative energy (zero: lowest compared OMol25 entry of this formula, charge and spin) in eV: 0.8612
Gap between HOMO and LUMO (alpha / beta) in eV: 6.3771 / 7.6016
LUMO (alpha / beta) in eV: -3.3478 / -3.3546
Charge: +1
Multiplicity: 3
E_tot in Ha: -6159.22192
HOMO (alpha / beta) in hartree: -0.3574 / -0.4026

Structure (XYZ):
```
57
C21H24BrN6S4Ti ωB97M-V with the def2-TZVPD basis set
Ti 0.688 -0.590 0.326
C 1.016 2.539 2.128
C 2.304 2.506 1.324
S 2.174 1.778 -0.331
C 1.489 3.135 -1.330
C 0.024 3.510 -1.122
S -0.989 2.009 -1.168
C -2.451 2.491 -0.217
C -3.261 1.239 0.094
S -2.378 -0.139 0.887
C -2.356 0.359 2.632
C -1.284 1.348 3.065
S 0.408 0.881 2.576
H 0.224 3.026 1.565
H 1.177 3.093 3.054
H 3.075 1.930 1.835
H 2.682 3.523 1.215
H 1.642 2.810 -2.361
H 2.118 4.013 -1.183
H -0.280 4.192 -1.917
H -0.118 4.027 -0.175
H -3.073 3.176 -0.794
H -2.151 3.000 0.699
H -3.663 0.819 -0.829
H -4.112 1.487 0.728
H -2.276 -0.566 3.201
H -3.337 0.773 2.869
H -1.310 1.435 4.152
H -1.487 2.336 2.655
N 6.839 -0.034 1.744
C 5.891 -0.688 1.682
N 4.834 -1.485 1.642
C 3.690 -1.108 1.302
N 2.584 -0.823 1.002
Br 1.898 -3.717 -1.007
C 0.369 -3.733 0.095
C -0.348 -4.914 0.175
C -1.362 -5.008 1.111
C -1.583 -3.934 1.962
C -0.835 -2.794 1.782
N 0.099 -2.639 0.823
H -0.087 -5.744 -0.464
H -1.942 -5.916 1.198
H -2.318 -3.979 2.752
H -0.957 -1.946 2.438
N -3.397 -1.635 -4.497
C -2.324 -1.441 -4.140
C -0.997 -1.169 -3.682
C 0.060 -0.951 -4.562
C 1.311 -0.682 -4.031
C 1.460 -0.627 -2.660
N 0.446 -0.833 -1.805
C -0.756 -1.111 -2.317
H -0.099 -0.996 -5.630
H 2.164 -0.515 -4.672
H 2.421 -0.415 -2.205
H -1.558 -1.303 -1.612
```

Mulliken atomic charge list, values in e, 6 entries:
1 Ti 0.4198
2 C -0.1058
3 C -0.9787
4 S 0.2027
5 C -0.9822
6 C -0.9338

=====

Entry 4:
Molecular formula: C4H10N4
Method: DFT, ωB97M-V with the def2-TZVPD basis set

Summary:
Relative energy (zero: lowest compared OMol25 entry of this formula, charge and spin) in eV: 0.0000
Gap between HOMO and LUMO (alpha / beta) in eV: 8.2243 / 8.7360
LUMO (alpha / beta) in eV: -7.3190 / -10.9578
Charge: +2
Multiplicity: 3
E_tot in Ha: -376.65960
HOMO (alpha / beta) in hartree: -0.5712 / -0.7237

Structure (XYZ):
```
18
C4H10N4 ωB97M-V with the def2-TZVPD basis set
C -1.667 -1.284 1.312
C 0.771 0.613 -1.653
C -0.038 0.218 1.814
C 0.380 -0.706 0.685
N -1.394 -0.234 2.068
N -0.660 -1.522 0.498
N -0.029 1.611 -1.875
N 1.713 0.246 -2.451
H -2.529 -1.754 1.381
H 0.567 0.081 2.658
H 0.252 1.226 1.642
H 1.470 -0.845 0.619
H -2.194 0.070 2.597
H -0.464 -2.218 -0.194
H -0.623 1.996 -1.140
H 0.201 2.237 -2.596
H 2.220 -0.601 -2.201
H 2.025 0.865 -3.165
```

Mulliken atomic charge list, values in e, 6 entries:
1 C -0.2026
2 C 0.6103
3 C -0.3569
4 C -0.5809
5 N -0.0548
6 N 0.0154

=====

Entry 5:
Molecular formula: C4H10N2
Method: DFT, ωB97M-V with the def2-TZVPD basis set

Summary:
Relative energy (zero: lowest compared OMol25 entry of this formula, charge and spin) in eV: 1.8247
Gap between HOMO and LUMO in eV: 10.1703
LUMO in eV: 1.0396
Multiplicity: 1
E_tot in Ha: -267.85827
HOMO in hartree: -0.3355
Structure (SMILES): [H]/N=C/N.C=CC

Structure (XYZ):
```
16
C4H10N2 ωB97M-V with the def2-TZVPD basis set
C 2.546 0.814 1.502
C 1.271 1.084 2.246
C 0.620 0.169 2.951
H 2.558 1.400 0.586
H 3.507 0.820 2.032
H 2.589 -0.272 1.301
H 0.936 2.115 2.298
H -0.127 0.406 3.695
H 0.908 -0.876 2.857
N -1.635 0.058 -3.082
C -1.329 -1.038 -2.316
N -1.611 -1.039 -1.074
H -2.382 0.658 -2.740
H -1.490 0.118 -4.062
H -0.451 -1.600 -2.641
H -1.351 -1.916 -0.628
```

Mulliken atomic charge list, values in e, 6 entries:
1 C -0.9859
2 C 0.1728
3 C -0.7748
4 H 0.2659
5 H 0.2938
6 H 0.2767

=====

Entry 6:
Molecular formula: H4I2OSi2
Method: DFT, ωB97M-V with the def2-TZVPD basis set

Summary:
Relative energy (zero: lowest compared OMol25 entry of this formula, charge and spin) in eV: 0.0000
Gap between HOMO and LUMO in eV: 9.3305
LUMO in eV: -0.2272
Multiplicity: 1
E_tot in Ha: -1252.12418
HOMO in hartree: -0.3512
Structure (SMILES): I[SiH2]O[SiH2]I

Structure (XYZ):
```
9
H4I2OSi2 ωB97M-V with the def2-TZVPD basis set
O 0.097 -0.346 0.286
Si -1.489 -0.491 0.689
Si 1.378 0.020 -0.556
I -2.236 1.873 0.139
I 2.282 2.069 0.375
H -2.004 -1.262 -0.423
H -1.270 -1.200 1.959
H 2.444 -1.078 -0.699
H 0.797 0.416 -1.768
```

Mulliken atomic charge list, values in e, 6 entries:
1 O 0.2624
2 Si 0.1955
3 Si 0.0741
4 I -0.1041
5 I -0.0706
6 H -0.0843

=====

Entry 7:
Molecular formula: C26H21N3
Method: DFT, ωB97M-V with the def2-TZVPD basis set

Summary:
Relative energy (zero: lowest compared OMol25 entry of this formula, charge and spin) in eV: 2.0408
Gap between HOMO and LUMO in eV: 4.2261
LUMO in eV: -2.2907
Multiplicity: 1
E_tot in Ha: -1167.52690
HOMO in hartree: -0.2395

Structure (XYZ):
```
50
C26H21N3 ωB97M-V with the def2-TZVPD basis set
C 1.305 -3.381 2.204
C 1.443 -1.942 2.506
N 2.604 -1.360 2.916
C 3.841 -2.085 3.177
C 2.420 0.021 3.095
C 1.061 0.300 2.798
C 0.639 1.623 2.821
C 1.567 2.647 3.051
C 2.921 2.359 3.289
C 3.356 1.022 3.346
C 0.431 -0.944 2.359
C -0.837 -1.163 1.754
C -2.105 -1.045 2.412
C -2.221 -0.286 3.603
C -3.467 0.178 3.992
C -4.629 -0.322 3.382
C -4.534 -1.221 2.313
C -3.288 -1.578 1.824
H 0.285 -3.536 1.824
H 2.014 -3.699 1.427
H 1.433 -4.024 3.096
H 4.620 -1.360 3.420
H 3.722 -2.774 4.025
H 4.149 -2.673 2.303
H -0.416 1.822 2.649
H 1.235 3.688 3.037
H 3.629 3.184 3.411
H 4.394 0.769 3.556
H -0.814 -1.704 0.793
H -1.309 0.013 4.124
H -3.534 0.947 4.764
H -5.608 -0.012 3.743
H -5.436 -1.623 1.853
H -3.185 -2.186 0.920
C -2.138 1.088 0.226
C -2.336 2.052 1.229
N -2.579 2.873 2.041
C -3.261 0.852 -0.680
C -3.097 0.139 -1.898
C -4.173 0.019 -2.788
C -5.389 0.665 -2.515
C -5.587 1.283 -1.274
C -4.545 1.351 -0.351
C -0.840 0.827 -0.224
N 0.232 0.520 -0.598
H -2.158 -0.376 -2.102
H -4.058 -0.559 -3.705
H -6.187 0.649 -3.258
H -6.555 1.720 -1.022
H -4.734 1.725 0.658
```

Mulliken atomic charge list, values in e, 6 entries:
1 C -1.6344
2 C -0.1255
3 N 0.1911
4 C -0.9495
5 C -0.4813
6 C 1.2532

=====

Entry 8:
Molecular formula: C3H7O2Pm
Method: DFT, ωB97M-V with the def2-TZVPD basis set

Summary:
Relative energy (zero: lowest compared OMol25 entry of this formula, charge and spin) in eV: 0.0000
Gap between HOMO and LUMO (alpha / beta) in eV: 6.4193 / 8.4220
LUMO (alpha / beta) in eV: -4.6145 / -4.7051
Charge: +1
Multiplicity: 6
E_tot in Ha: -877.03395
HOMO (alpha / beta) in hartree: -0.4055 / -0.4824

Structure (XYZ):
```
13
C3H7O2Pm ωB97M-V with the def2-TZVPD basis set
C 0.944 -1.222 1.379
O 0.232 -0.510 0.364
C 0.223 0.857 0.483
C 0.282 1.663 -0.572
H 0.241 -1.937 1.819
H 1.789 -1.767 0.937
H 1.300 -0.523 2.147
H 0.187 1.208 1.518
H 0.571 1.286 -1.556
Pm -0.619 -1.736 -1.791
O -2.160 -0.215 -2.392
H -0.278 2.631 -0.564
H -2.711 0.266 -1.773
```

Mulliken atomic charge list, values in e, 6 entries:
1 C -0.6893
2 O -0.3174
3 C 0.1763
4 C -0.7054
5 H 0.2769
6 H 0.2597

=====

E_tot of number 5 (C4H10N2)?
-267.85827 Ha

=====

Which value of E_tot does entry 6 give?
-1252.12418 Ha

=====

What is the formula in the fifth record?
C4H10N2

=====

Which value of multiplicity does entry 4 give?
3